{"formula": "C5H6O", "method": "the ωB97M-V functional and the def2-TZVPD basis", "energy_ha": -269.24153, "smiles": "C#CC[C@H]1CO1", "e_lumo_ev": 1.05, "e_above_lowest_ev": 2.849, "homo_lumo_gap_ha": 0.4107, "largest_force_ev_per_a": 0.537, "species": ["O", "C", "C", "C", "C", "C", "H", "H", "H", "H", "H", "H"], "xyz": [[1.0545, 1.3536, -1.1566], [0.1715, 0.1048, 0.7951], [-0.3377, 1.3846, -1.4340], [-0.3026, -2.3928, 1.5773], [0.2672, 0.2603, -0.7166], [-0.1942, -1.2495, 1.2164], [-0.6077, 1.2797, -2.4850], [0.4371, -0.6670, -1.2658], [1.1686, 0.2735, 1.2160], [-0.4835, 0.8709, 1.2270], [-0.3117, -3.4018, 1.9233], [-0.9024, 2.1342, -0.8790]], "atomic_forces_ev_per_a": [[0.189, 0.101, -0.010], [0.058, 0.055, 0.045], [-0.297, 0.060, -0.085], [0.109, 0.448, -0.123], [-0.050, -0.216, 0.058], [0.049, -0.508, 0.167], [0.055, -0.003, 0.176], [0.001, 0.143, 0.102], [-0.031, 0.146, -0.124], [0.034, -0.209, -0.076], [-0.193, 0.129, -0.083], [0.077, -0.148, -0.048]], "nbo_charge": [-0.4863, -0.5104, -0.1074, -0.2345, 0.0674, -0.0126, 0.1849, 0.1920, 0.2530, 0.2377, 0.2368, 0.1795]}

---

{"formula": "C3H9NO2S2", "method": "the ωB97M-V functional and the def2-TZVPD basis", "energy_ha": -1121.22281, "e_lumo_ev": 0.76, "e_above_lowest_ev": 3.337, "homo_lumo_gap_ha": 0.3542, "largest_force_ev_per_a": 5.224, "species": ["S", "S", "O", "O", "N", "C", "C", "C", "H", "H", "H", "H", "H", "H", "H", "H", "H"], "xyz": [[1.1642, -1.0055, -1.3342], [-1.3826, -0.1239, -0.5196], [-1.2328, 0.2137, -1.8967], [-2.2314, -1.1353, -0.0002], [0.2883, -0.3074, 0.0074], [-2.0561, 1.3674, 0.5067], [2.6005, 0.1465, -1.1314], [0.2446, -1.1936, 1.2068], [-1.4958, 2.1946, 0.2352], [1.2308, -1.5258, 1.2830], [3.2912, -0.4006, -1.5675], [2.4563, 1.0673, -1.7515], [-0.6119, -1.8678, 1.2712], [-2.0838, 1.1471, 1.5621], [-3.0786, 1.4587, 0.2115], [0.1834, -0.5027, 2.0059], [2.7137, 0.4671, -0.0886]], "atomic_forces_ev_per_a": [[1.030, 0.989, 1.026], [0.648, 3.574, 1.870], [-0.989, 0.092, -0.287], [-0.451, -1.667, -0.353], [-2.734, -1.389, -0.660], [0.442, -2.608, -1.006], [-4.342, 2.850, 0.560], [-0.362, 1.579, -0.306], [1.035, 1.707, -0.274], [1.233, -1.546, 0.186], [4.165, -2.306, -1.480], [-0.086, -0.719, 0.517], [0.671, -0.354, -0.335], [0.545, -0.264, 0.225], [-0.601, 0.010, -0.586], [-0.475, 0.681, 1.244], [0.270, -0.628, -0.342]], "nbo_charge": [0.3807, 2.2331, -0.9140, -0.9421, -0.7773, -0.8003, -0.7011, -0.4552, 0.2205, 0.2162, 0.2034, 0.2134, 0.2336, 0.2314, 0.2371, 0.1937, 0.2268]}